Record 1
# C51H53N5P2PdSi

C51H53N5P2PdSi as an isolated structure at a distorted geometry (wB97M-V/def2-TZVPD, the OMol25 dataset).

CARTESIAN COORDINATES (ANGSTROEM)
Pd  0.2084  0.6017  0.2498
P  0.0839  -1.4830  1.1712
P  0.0873  -0.2288  -3.3787
Si  2.2385  -0.1913  -0.6581
N  -0.0395  4.7893  -0.7347
N  -0.4068  2.3531  -1.1138
N  1.6286  6.3852  -0.8327
N  2.1945  4.1676  -1.1867
N  0.0438  2.0092  2.2975
C  -3.4908  3.6094  5.4714
C  1.1389  2.6964  2.9755
C  -1.7157  2.8791  3.8653
C  0.6460  1.2026  -5.6729
C  -0.9118  -1.6022  2.6880
C  1.0060  4.2350  2.9361
C  -0.8241  -2.6200  -2.1854
C  -2.5191  -1.1824  -3.3058
C  -1.0229  -0.1392  -7.4192
C  -1.2347  -1.4824  -3.0765
C  -0.3057  3.4996  -1.0195
C  2.4024  -1.3648  -2.2396
C  -2.6526  -1.3129  4.8766
C  -3.7470  -2.9276  -1.9430
C  -0.5714  -0.7953  3.7789
C  1.2088  5.0733  -0.9241
C  0.2201  -4.0914  0.1623
C  -3.0665  2.8930  4.2100
C  2.1355  -2.5999  2.7941
C  2.8084  -1.3825  0.7757
C  -1.5124  -2.5466  -0.7867
C  -2.9975  -2.1304  3.8071
C  2.4236  2.3427  2.2272
C  1.9367  -2.0377  -4.5425
C  -4.0138  2.2427  3.4339
C  -0.6818  -5.1554  -1.9364
C  3.4669  -2.8129  3.1380
C  -2.2561  1.5588  1.9369
C  -2.1339  -2.2834  2.7299
C  1.6108  -1.2876  -3.4055
C  3.0383  -2.8782  -4.5597
C  -4.5821  0.8743  1.3776
C  -1.5219  -3.9976  -2.3902
C  1.8078  -1.8948  1.6410
C  0.5679  1.6017  -6.9992
C  0.0536  -5.1747  -0.8232
C  -0.0907  0.1144  -5.1946
C  -1.4283  -0.6558  4.8595
C  -3.7025  -1.9206  -2.8193
C  4.4678  -2.3195  2.3116
C  3.4906  -2.2522  -2.2882
C  -1.2249  2.1813  2.7117
C  -3.5850  1.5714  2.2733
C  -0.4819  -2.9516  0.2367
C  -0.9286  -0.5437  -6.0908
C  3.8738  0.7727  -1.0955
C  1.3424  2.2129  4.4287
C  3.8163  -2.9931  -3.4131
C  -2.5574  -3.5783  -1.2971
C  -0.2739  0.9335  -7.8803
C  4.1371  -1.6236  1.1517
H  -4.6529  -1.5754  -3.2151
H  4.9419  -1.2327  0.5353
H  1.7492  1.1979  4.4185
H  -1.0384  3.4094  4.5192
H  1.9451  4.7102  3.2481
H  -2.7407  -0.2808  -3.8704
H  1.3425  -2.9664  3.4384
H  -2.8416  -4.3642  -0.5980
H  -1.9085  1.0492  1.0397
H  0.6104  -6.0840  -0.6153
H  0.4117  2.1928  4.9937
H  1.3177  -1.9661  -5.4304
H  3.7175  -3.3456  4.0489
H  2.0565  2.8542  4.9607
H  -1.9190  -1.5648  -0.5468
H  5.5106  -2.4648  2.5780
H  -4.6317  1.3541  0.3968
H  -3.0843  4.6245  5.5070
H  -1.1516  -0.0001  5.6774
H  2.5538  1.2584  2.1989
H  -5.5835  0.8882  1.8156
H  -1.9454  -4.1717  -3.3796
H  3.2794  -3.4450  -5.4525
H  0.3462  -0.2230  3.7397
H  3.9878  1.6568  -0.4580
H  -0.7202  -6.0570  -2.5406
H  0.7802  4.5370  1.9133
H  0.2065  4.6114  3.5730
H  -3.1330  3.0865  6.3643
H  -0.3484  1.2503  -8.9141
H  3.2952  2.8028  2.7104
H  4.6761  -3.6558  -3.4002
H  1.8800  3.2086  -1.3398
H  -4.7197  -3.3567  -1.7221
H  0.8983  6.9626  -0.4407
H  -5.0625  2.2471  3.7181
H  -4.5792  3.6758  5.5379
H  2.3604  2.6793  1.1956
H  -2.4205  -2.9258  1.9034
H  3.7777  1.0997  -2.1387
H  2.9052  4.4636  -1.8383
H  1.1523  2.4472  -7.3432
H  1.0010  -4.2486  0.8980
H  -1.5081  -1.3912  -5.7453
H  -4.2955  -0.1674  1.2112
H  4.8078  0.1868  -1.0300
H  0.2542  -2.6986  -2.1258
H  -3.3407  -1.1684  5.7012
H  4.1037  -2.3640  -1.3985
H  2.4994  6.4824  -0.3314
H  -1.6826  -0.6699  -8.0965
H  -3.9507  -2.6486  3.8062
H  1.2867  1.7400  -4.9812

Properties
Energy above the lowest of the compared OMol25 structures with the same formula, charge and spin = 63.1 kcal per mole
Charge = -2
Energy = -3349.0194 Ha



Record 2
# C11H17Cl2NO2PRu

C11H17Cl2NO2PRu as an isolated structure at a distorted geometry (wB97M-V/def2-TZVPD, the OMol25 dataset).

CARTESIAN COORDINATES (ANGSTROEM)
Ru  -0.6143  1.7288  0.5156
Cl  2.5651  -2.0718  -0.1537
Cl  0.4067  3.8489  0.9442
P  -0.0628  1.3301  -1.7624
O  -3.6185  1.6069  0.3167
O  0.0754  -2.0884  -0.4071
N  -0.3051  0.4490  2.2795
C  -0.2730  -0.8836  4.7766
C  -0.8956  0.9691  3.3759
C  0.5031  -0.0941  -2.8368
C  1.3365  2.4144  -2.2704
C  1.0710  -2.7043  -0.7297
C  1.0213  -3.9282  -1.5622
C  -0.8799  0.3565  4.6265
C  0.3483  -1.4306  3.6501
C  -2.4496  1.7283  0.4184
C  0.3537  -0.7282  2.4423
C  -1.5126  1.8109  -2.7689
H  1.3890  -3.6621  -2.5646
H  0.8193  -2.4214  3.7107
H  0.9101  -1.1171  1.5764
H  -1.3678  0.8948  5.4514
H  2.2479  2.0176  -1.8100
H  -0.2790  -1.3890  5.7549
H  -1.9314  2.7444  -2.3765
H  -1.2610  1.9400  -3.8310
H  -1.3678  1.9379  3.1702
H  1.4700  2.4126  -3.3617
H  1.4736  -0.4859  -2.4986
H  -2.2703  1.0169  -2.6871
H  1.1618  3.4256  -1.8968
H  1.5808  -4.7640  -1.1449
H  0.6295  0.2349  -3.8843
H  -0.2293  -0.9125  -2.8277
H  -0.0449  -4.1863  -1.6349

Properties
Energy above the lowest of the compared OMol25 structures with the same formula, charge and spin = 0.0 kcal per mole
Charge = +3
Energy = -1989.9545 Ha
<S²> = 6.0538
Spin multiplicity = 5



Record 3
# C46H51BBrF6N4O2

A 7-piece molecular cluster, C46H51BBrF6N4O2 overall at a distorted geometry (wB97M-V/def2-TZVPD, the OMol25 dataset).

CARTESIAN COORDINATES (ANGSTROEM)
Br  -1.7935  -1.0810  -1.9271
F  3.8891  -6.9235  3.4955
F  -6.3160  2.0230  -6.2705
F  -1.5442  6.5125  -4.9430
F  5.2228  -3.0119  -1.8009
F  -0.7725  6.3985  5.4012
F  1.0513  3.3477  -0.5013
O  1.4147  -1.3222  0.9239
O  -5.0073  -5.4621  0.1027
N  -0.5178  -3.1905  -0.6849
N  -2.0979  -4.5971  -1.6296
N  0.5772  -3.9007  -0.1091
N  -0.4179  -3.9037  -2.9669
C  1.5252  6.2791  2.3323
C  2.8378  -8.3092  6.6663
C  -1.5451  5.7703  -8.4794
C  5.1720  -7.8871  5.2189
C  0.3617  -2.6923  -3.3542
C  0.9065  -1.9261  -2.1820
C  -1.5884  7.4735  5.3567
C  4.0622  -8.6946  7.1934
C  -0.1568  -1.8094  -1.0667
C  -3.2503  9.6645  5.2633
C  -0.1050  0.5964  0.4051
C  0.3496  5.5435  2.2862
C  -2.9643  1.8159  -3.9241
C  2.5409  6.0257  1.4206
C  -1.0253  -3.8853  -1.7752
C  4.1854  -4.4128  1.3646
C  3.9455  -7.5075  4.7147
C  0.2031  -4.6633  1.0910
C  4.1223  -3.8092  0.1171
C  -3.6176  8.4883  4.6248
C  -2.7799  7.3835  4.6662
C  6.5765  -4.5611  1.1732
C  5.4103  -4.7868  1.8935
C  -1.6888  6.6708  -6.2746
C  -3.9193  0.8103  -3.8623
C  -5.2170  1.9559  -5.5019
C  -1.2077  8.6320  6.0021
C  2.7761  -7.7060  5.4187
C  6.5191  -3.9649  -0.0789
C  -2.2699  8.0378  -8.1381
C  -1.9808  6.9832  -8.9942
C  -5.0577  0.8795  -4.6518
C  -1.3928  5.6133  -7.1096
C  -2.8563  -4.7059  -0.3857
C  2.3859  5.0329  0.4642
C  5.2281  -8.4812  6.4710
C  -4.3461  -4.9167  -0.6607
C  -4.2758  2.9635  -5.5812
C  -1.3865  -4.7835  3.0193
C  5.2902  -3.5965  -0.5854
C  -3.1452  2.8924  -4.7818
C  1.2083  4.3162  0.4331
C  -0.5298  -3.8467  2.1477
C  -2.0456  9.7360  5.9489
C  -2.1288  7.8823  -6.7668
C  0.1848  4.5558  1.3260
B  0.3916  -0.8604  0.1134
H  2.2572  -1.0470  0.5284
H  -2.7539  -3.8002  0.1933
H  1.6501  7.0514  3.0797
H  -2.0955  7.1064  -10.0630
H  1.1611  -0.9200  -2.4983
H  -4.7637  -4.5136  -1.6076
H  -0.7276  3.9761  1.2674
H  -2.4046  3.6799  -4.8277
H  -0.4390  5.7392  2.9994
H  -1.0460  4.6783  -6.6883
H  -2.3933  -4.8707  2.6320
H  -0.9725  0.9102  -0.1600
H  -3.9041  10.5258  5.2263
H  -1.7568  10.6535  6.4438
H  -4.5581  8.4307  4.0934
H  -2.5453  -5.5820  0.1643
H  1.7652  -2.4247  -1.7449
H  7.4152  -3.7867  -0.6587
H  1.2058  -3.0310  -3.9447
H  -0.2993  0.6326  1.4728
H  3.1754  -3.5027  -0.3097
H  -0.3588  -5.5704  0.8629
H  1.8317  -7.3911  4.9936
H  7.5331  -4.8501  1.5869
H  -2.4469  -5.1380  -2.4087
H  -2.3565  8.6896  -6.0832
H  -2.6061  8.9845  -8.5390
H  0.7423  1.2414  0.2022
H  -0.9569  -5.7757  3.0941
H  -4.4302  3.7910  -6.2616
H  -5.8179  0.1103  -4.6126
H  1.1404  -4.9721  1.5364
H  -3.7790  -0.0309  -3.1962
H  5.4577  -5.2535  2.8658
H  3.2781  -4.5917  1.9255
H  6.0687  -7.7192  4.6364
H  0.1757  -3.3021  2.7571
H  -1.2114  -3.1066  1.7361
H  -1.4782  -4.3438  4.0058
H  3.1682  4.8147  -0.2512
H  -0.2682  8.6649  6.5381
H  -1.0999  -4.0418  -3.7048
H  1.0172  -4.5110  -0.7910
H  1.9283  -8.4787  7.2270
H  6.1831  -8.7783  6.8827
H  -1.3234  4.9462  -9.1444
H  -2.0786  1.7615  -3.3031
H  -0.1926  -2.0394  -4.0113
H  4.1090  -9.1617  8.1680
H  3.4557  6.6017  1.4540
H  -3.0449  6.4590  4.1691

Properties
Charge = +1
Energy = -5350.7577 Ha



Record 4
# C27H29FeN2

C27H29FeN2 as an isolated structure at a distorted geometry (wB97M-V/def2-TZVPD, the OMol25 dataset).

CARTESIAN COORDINATES (ANGSTROEM)
Fe  1.5223  0.0304  1.2007
N  -0.3207  3.4829  -4.4462
N  -1.9897  0.0285  -1.5850
C  -1.4328  1.6678  -3.2235
C  1.7002  -1.8947  0.8389
C  -0.1387  0.6883  0.3681
C  -0.1076  5.1470  -2.7625
C  -1.1362  4.0761  -2.3091
C  -4.2236  1.2085  2.0082
C  2.9743  -1.1968  0.7366
C  -1.3619  -0.0955  -0.1120
C  1.4311  1.9560  1.5815
C  -3.3838  -1.1872  0.8280
C  0.2435  4.8111  -4.2294
C  -1.3971  3.1626  -3.5216
C  3.2250  -0.5251  2.0033
C  -0.7215  -0.5650  -3.5475
C  1.0007  0.9615  -0.4741
C  1.9665  1.7215  0.2767
C  0.1182  1.3335  1.6353
C  1.1645  -1.6493  2.1683
C  -0.5465  0.7779  -3.8222
C  -2.2840  1.2416  -2.1537
C  -4.6972  -1.0757  1.3241
C  -2.9044  1.0795  1.5289
C  -1.6115  -0.9206  -2.5485
C  -5.1013  0.1195  1.9334
C  -2.5200  -0.0992  0.8803
C  2.1033  -0.8045  2.8877
C  -0.3710  3.0861  -5.8203
H  2.0347  -0.5073  3.9349
H  -5.3667  -1.9332  1.2488
H  -3.0165  1.9069  -1.7179
H  -2.0867  4.5078  -1.9828
H  0.2413  1.1253  -4.4950
H  1.2867  -2.5807  0.0963
H  -0.1285  -1.3250  -4.0743
H  -0.1933  5.5818  -4.9133
H  -0.5697  1.4039  2.4680
H  -2.2507  1.9597  1.5363
H  -2.3618  3.4833  -3.9738
H  4.1216  0.0311  2.2692
H  1.0353  0.6598  -1.5285
H  -6.1405  0.2201  2.2808
H  -1.8458  -1.9534  -2.3248
H  -0.6815  2.0474  -5.8704
H  0.8017  5.0760  -2.1459
H  -0.5224  6.1649  -2.6872
H  0.2735  -2.1193  2.5934
H  2.9248  2.0582  -0.1231
H  -0.7320  3.4783  -1.4825
H  3.6587  -1.2316  -0.1103
H  1.3378  4.7827  -4.4111
H  -3.0715  -2.0826  0.3020
H  0.6390  3.1748  -6.2469
H  -1.0630  3.6826  -6.4350
H  -0.9984  -1.1038  -0.4124
H  1.9248  2.5052  2.3841
H  -4.5404  2.1594  2.4413

Properties
Energy above the lowest of the compared OMol25 structures with the same formula, charge and spin = 10.1 kcal per mole
Charge = -1
Energy = -2419.2063 Ha
<S²> = 6.1195
Spin multiplicity = 5



Record 5
# C5H7NO

One molecule with the formula C5H7NO at a distorted geometry (wB97M-V/def2-TZVPD, the OMol25 dataset).

CARTESIAN COORDINATES (ANGSTROEM)
O  0.1207  2.1078  0.1675
N  -0.4179  -0.1255  0.2036
C  0.1361  -1.3748  -0.0096
C  -1.7886  0.1374  0.5559
C  1.4231  -1.1871  -0.3883
C  0.5042  0.8272  -0.0910
C  1.6635  0.2107  -0.5380
H  -1.8539  0.6200  1.5332
H  -2.2528  0.7829  -0.1953
H  2.1940  -1.9185  -0.5775
H  -0.4687  -2.2655  0.0403
H  0.9007  2.6759  0.2122
H  -2.3149  -0.8185  0.5724
H  2.1546  0.3279  -1.4857

Properties
Energy above the lowest of the compared OMol25 structures with the same formula, charge and spin = 35.9 kcal per mole
SMILES string = Cn1cccc1O
Energy = -324.6672 Ha



Record 6
# C18H18N4O4S

One molecule with the formula C18H18N4O4S (wB97M-V/def2-TZVPD, the OMol25 dataset).

CARTESIAN COORDINATES (ANGSTROEM)
S  7.5496  -1.8117  -0.7918
O  -4.0451  -2.1819  -0.3084
O  -5.3961  -1.1639  1.1694
O  1.7872  -0.5021  -0.4944
O  1.5952  3.8868  0.1982
N  -0.5720  3.3321  -0.1557
N  2.3117  1.3651  0.6621
N  0.9674  1.7567  0.5913
N  5.0232  0.5951  0.6933
C  4.6860  -1.1227  -0.7305
C  0.7214  3.0385  0.1709
C  8.3784  -0.7039  0.2556
C  -1.6490  2.4605  -0.3761
C  -3.7447  -3.2191  0.6285
C  7.5759  0.2140  0.8551
C  -5.0063  -0.1540  -0.9897
C  -2.5886  0.4470  -1.2934
C  6.0478  -1.0368  -0.4307
C  -4.8023  -4.3126  0.6042
C  -3.8459  0.7881  -0.8103
C  -4.8720  -1.2151  0.0894
C  6.2335  0.0285  0.4631
C  -1.5006  1.2738  -1.0918
C  2.6528  0.2143  -0.0175
C  4.0710  -0.1034  -0.0187
C  -3.9957  1.9853  -0.1233
C  -2.9121  2.8166  0.0872
H  2.9035  2.1913  0.6583
H  -2.7701  -3.6040  0.3215
H  4.1884  -1.8167  -1.3759
H  9.4401  -0.8073  0.3629
H  -4.9645  -0.6331  -1.9671
H  -0.5461  0.9998  -1.5160
H  -4.9014  -4.7190  -0.3994
H  -5.7612  -3.9084  0.9193
H  -3.0393  3.7468  0.6212
H  -4.9661  2.2679  0.2560
H  0.3686  0.9786  0.3362
H  4.8365  1.3378  1.3450
H  -5.9535  0.3663  -0.8563
H  -0.7816  4.3207  -0.1491
H  7.9266  0.9714  1.5317
H  -2.4589  -0.4762  -1.8373
H  -4.5164  -5.1102  1.2838
H  -3.6751  -2.7807  1.6292

Properties
Energy above the lowest of the compared OMol25 structures with the same formula, charge and spin = 0.0 kcal per mole
SMILES string = CCOC(=O)Cc1ccc(NC(=O)NNC(=O)c2cc3sccc3[nH]2)cc1
Energy = -1614.9325 Ha



Record 7
# C8H11ClO

One molecule with the formula C8H11ClO at a distorted geometry (wB97M-V/def2-TZVPD, the OMol25 dataset).

CARTESIAN COORDINATES (ANGSTROEM)
Cl  1.1494  -1.6482  0.5418
O  -0.8002  0.1298  -2.3881
C  -0.3881  -0.8697  -1.5634
C  -1.1988  0.1048  1.2368
C  1.0468  0.9560  -0.4219
C  0.7371  1.5023  0.7546
C  -2.4096  -0.5266  2.0164
C  0.8794  -0.5084  -0.7999
C  2.0200  -0.9470  -1.8087
C  -0.2149  0.9608  1.7140
H  -3.2440  -0.5473  1.3341
H  -0.2487  1.0269  -2.3005
H  -2.1800  -1.5540  2.3361
H  -0.5484  1.4166  2.6321
H  1.9853  -0.5124  -2.8176
H  1.8728  -2.0614  -1.9928
H  -2.5916  -0.0116  2.8901
H  -1.6550  -0.1514  0.3124
H  3.0812  -0.7243  -1.6029
H  1.6238  1.5306  -1.1437
H  1.0834  2.4346  1.0710

Properties
Energy above the lowest of the compared OMol25 structures with the same formula, charge and spin = 135.1 kcal per mole
Energy = -846.6549 Ha



Record 8
# C3H5N2

A 2-piece molecular cluster, C3H5N2 overall at a distorted geometry (wB97M-V/def2-TZVPD, the OMol25 dataset).

CARTESIAN COORDINATES (ANGSTROEM)
N  0.3295  -0.1068  0.8472
N  1.8946  0.3236  -3.1345
C  1.4573  0.1185  -2.0388
C  -0.8183  0.0186  1.2006
C  -1.9517  -0.1744  1.6796
H  1.0323  -0.4003  1.5009
H  -2.3258  -1.1367  1.8660
H  2.2913  0.8001  -3.9371
H  -2.4873  0.6473  2.0996
H  0.5782  -0.0899  -0.0834

Properties
Energy above the lowest of the compared OMol25 structures with the same formula, charge and spin = 87.9 kcal per mole
Charge = +1
Energy = -226.4523 Ha